[1]
C21H38BrCl14IN | ωB97M-V/def2-TZVPD

total charge: +1
LUMO: -4.45 eV
gap between HOMO and LUMO: 6.2386 eV
molecular weight: 1007.69 u

Atoms and positions in Å:
I1 3.83 4.95 -3.10
Br1 2.80 1.25 1.13
Cl1 -4.77 -2.96 7.87
Cl2 1.00 -2.50 0.52
Cl3 -3.62 -3.90 -4.36
Cl4 1.74 -4.25 4.16
Cl5 4.51 1.46 6.19
Cl6 1.59 -0.31 6.29
Cl7 4.98 -5.40 -6.68
Cl8 -0.83 -0.93 -1.88
Cl9 -1.86 -1.19 7.76
Cl10 1.82 -6.67 -6.79
Cl11 -1.31 -2.92 3.41
Cl12 -0.21 -4.00 -4.44
Cl13 -4.16 6.56 -0.98
Cl14 -0.97 7.73 -0.70
N1 3.87 2.30 -1.44
C1 -0.41 -2.73 4.94
C2 -2.35 8.55 -1.47
C3 -0.82 -2.67 -1.51
C4 2.28 -4.96 -6.61
C5 -1.34 -5.34 -4.81
C6 3.14 1.16 -0.80
C7 -3.66 8.26 -0.76
C8 -0.63 -2.94 -0.03
C9 0.46 3.29 -2.64
C10 3.54 -4.62 -7.38
C11 1.78 1.44 6.05
C12 -2.60 -4.85 -5.48
C13 3.12 3.19 -2.07
C14 1.87 1.12 -1.77
C15 -0.75 3.35 -1.61
C16 -3.35 -0.87 6.83
C17 1.09 -2.68 4.71
C18 3.03 1.78 5.26
C19 1.66 2.68 -1.84
C20 -0.83 4.37 -0.63
C21 -4.60 -1.21 7.62
H1 -1.35 -2.38 0.57
H2 -0.77 -4.00 0.18
H3 3.08 1.22 4.33
H4 2.22 0.71 -2.76
H5 -0.74 -1.81 5.40
H6 -0.94 5.45 -0.89
H7 4.88 2.37 -1.38
H8 -1.55 2.57 -1.61
H9 -1.55 -5.87 -3.88
H10 3.71 -3.55 -7.35
H11 1.35 -1.93 3.97
H12 -2.38 -4.23 -6.34
H13 0.89 1.78 5.50
H14 3.46 -4.93 -8.42
H15 1.77 1.92 7.02
H16 -1.78 -3.07 -1.84
H17 -3.30 -1.44 5.90
H18 2.40 -4.76 -5.54
H19 0.95 0.64 -1.38
H20 -4.60 -0.73 8.59
H21 -3.59 8.46 0.31
H22 1.60 -2.43 5.64
H23 -4.45 8.88 -1.18
H24 -0.73 4.07 0.45
H25 0.67 4.36 -2.93
H26 -0.68 -3.56 5.60
H27 3.03 2.85 5.02
H28 1.46 2.95 -0.75
H29 -2.39 8.25 -2.52
H30 3.75 0.27 -1.04
H31 0.12 2.67 -3.51
H32 -5.48 -0.88 7.07
H33 -3.35 0.19 6.58
H34 -2.15 9.62 -1.43
H35 -0.81 -6.02 -5.48
H36 -0.04 -3.14 -2.10
H37 -3.20 -5.70 -5.81
H38 1.45 -4.37 -6.98

[2]
C21H38N2O15S | ωB97M-V/def2-TZVPD

structure (SMILES): N#C[C@H](CCCCO)[C@@H](C#N)C[SH](=O)=O.COC(=O)OC.COC(=O)OC.COC(=O)OC.COC(=O)OC
LUMO: 0.02 eV
gap between HOMO and LUMO: 10.6534 eV
molecular weight: 590.60 u

Atoms and positions in Å:
S1 -1.48 -1.02 -4.48
O1 -1.30 -2.03 -3.46
O2 -0.32 -5.70 4.57
O3 -0.93 -1.27 -5.77
O4 1.55 5.25 4.60
O5 1.87 3.55 6.05
O6 -2.80 3.80 -2.80
O7 -0.25 -3.65 5.51
O8 -4.28 5.15 -3.84
O9 -0.88 -5.32 6.73
O10 -0.95 0.17 0.72
O11 -2.72 6.05 -2.66
O12 1.18 -3.97 -1.90
O13 -0.87 -2.09 0.72
O14 -1.38 -1.08 2.56
O15 1.21 3.09 4.05
N1 1.22 0.95 -6.61
N2 3.13 1.70 -2.07
C1 -0.51 -2.02 -0.67
C2 2.26 4.51 7.04
C3 -0.93 0.55 -3.86
C4 2.99 -3.47 -3.44
C5 -1.15 -6.72 6.87
C6 0.56 0.87 -4.08
C7 -1.60 0.14 3.27
C8 2.44 -0.98 -4.04
C9 -0.47 -4.96 5.51
C10 1.54 4.08 4.88
C11 -4.94 4.00 -4.36
C12 0.83 3.52 2.74
C13 -1.06 -0.90 1.27
C14 1.54 -0.02 -3.25
C15 0.94 0.94 -5.50
C16 -1.57 5.92 -1.82
C17 0.19 -3.12 4.26
C18 2.54 -4.29 -2.23
C19 -3.23 4.89 -3.07
C20 3.16 -1.97 -3.09
C21 2.44 0.91 -2.54
H1 -2.43 0.69 2.84
H2 -1.08 0.52 -2.77
H3 -1.47 -6.86 7.89
H4 4.22 -1.74 -3.09
H5 -1.85 -0.13 4.29
H6 -2.81 -0.82 -4.63
H7 1.44 5.19 7.25
H8 -0.70 0.75 3.27
H9 3.21 -0.41 -4.55
H10 3.14 5.06 6.72
H11 1.14 -3.57 3.97
H12 -1.94 -7.03 6.19
H13 1.00 -0.57 -2.48
H14 -5.32 3.37 -3.55
H15 -1.26 6.93 -1.56
H16 -1.81 5.37 -0.91
H17 2.65 -5.35 -2.45
H18 3.94 -3.86 -3.80
H19 0.32 -2.05 4.40
H20 -0.39 -3.02 -1.06
H21 1.86 -1.53 -4.78
H22 -0.25 -7.30 6.68
H23 -0.04 4.16 2.78
H24 3.15 -4.00 -1.37
H25 -5.77 4.36 -4.95
H26 2.50 3.94 7.94
H27 0.43 -1.49 -0.77
H28 0.68 1.89 -3.70
H29 -4.26 3.42 -4.99
H30 -0.76 5.42 -2.35
H31 0.58 2.62 2.18
H32 -0.56 -3.28 3.49
H33 -1.29 -1.53 -1.23
H34 1.65 4.03 2.24
H35 2.78 -1.84 -2.08
H36 2.26 -3.61 -4.24
H37 0.62 -4.55 -2.42
H38 -1.57 1.35 -4.22

[3]
C21H39B2F5N8O7PS | ωB97M-V/def2-TZVPD

total charge: +1
LUMO: -3.96 eV
gap between HOMO and LUMO: 8.0426 eV
relative energy (zero: lowest compared OMol25 entry of this formula, charge and spin): 0.0 kcal per mole
molecular weight: 695.25 u

Atoms and positions in Å:
S1 1.40 1.38 -0.58
P1 1.69 -3.28 -0.69
F1 2.52 1.24 -3.07
F2 3.76 2.15 -1.54
F3 2.91 4.02 -3.08
F4 1.56 4.14 -1.39
F5 0.90 3.21 -3.23
O1 1.34 -2.78 2.03
O2 1.79 2.15 0.55
O3 3.23 -3.26 -0.05
O4 -2.93 -2.36 0.99
O5 0.11 1.51 -1.16
O6 -0.73 -1.06 -1.55
O7 -1.49 -3.61 -0.45
N1 1.97 -3.77 -2.29
N2 -4.95 -0.62 -0.25
N3 1.52 -0.40 0.07
N4 4.34 1.35 1.36
N5 2.91 -1.01 -1.76
N6 -2.89 -6.17 0.11
N7 -0.35 8.19 2.31
N8 -4.39 2.36 -3.42
C1 2.53 2.00 -1.98
C2 1.94 3.40 -2.42
C3 -4.24 -6.77 -2.04
C4 -2.30 3.83 -2.96
C5 0.23 6.79 0.19
C6 -0.38 0.50 1.70
C7 1.68 -1.38 -1.11
C8 -0.09 7.58 1.37
C9 2.72 -0.46 1.02
C10 -3.48 -6.42 -0.84
C11 -1.00 -1.10 -0.15
C12 -5.35 1.57 1.08
C13 -3.47 3.01 -3.22
C14 -5.10 0.34 0.35
C15 5.19 -0.47 0.09
C16 4.08 0.25 0.80
C17 0.31 0.94 3.01
C18 -0.69 1.23 4.15
C19 0.54 -1.16 -2.09
C20 0.16 -0.70 0.87
C21 -0.80 -2.05 3.11
B1 -1.84 -2.45 0.15
B2 0.28 -1.89 2.00
H1 -5.23 -6.32 -1.99
H2 2.81 -1.06 -2.77
H3 2.93 -1.51 1.13
H4 0.74 -0.24 -2.65
H5 -0.66 6.68 -0.43
H6 -2.41 4.34 -2.01
H7 -0.55 0.57 5.00
H8 3.54 1.75 1.83
H9 0.86 1.86 2.82
H10 -1.77 -0.33 -0.02
H11 1.01 7.29 -0.39
H12 1.88 -4.78 -2.35
H13 -3.67 -1.88 0.59
H14 -3.72 -6.40 -2.92
H15 3.39 -4.11 0.39
H16 1.87 -2.71 2.84
H17 -1.41 3.20 -2.93
H18 -0.59 2.25 4.52
H19 1.04 0.22 3.38
H20 -2.18 4.58 -3.75
H21 -1.77 -1.59 2.95
H22 5.28 -0.13 -0.95
H23 2.87 -3.50 -2.69
H24 -1.39 0.19 1.95
H25 5.07 -1.55 0.11
H26 -4.34 -7.85 -2.10
H27 -5.67 2.35 0.39
H28 0.57 -1.98 -2.82
H29 -4.44 1.90 1.59
H30 -0.38 -1.69 4.06
H31 -0.55 1.37 1.07
H32 -1.73 1.12 3.82
H33 2.35 -0.09 1.97
H34 6.12 -0.21 0.60
H35 -6.13 1.41 1.82
H36 0.58 5.81 0.50
H37 -2.17 -4.29 -0.32
H38 3.69 -1.58 -1.48
H39 -0.97 -3.12 3.24